{"formula": "C5H10N2O2S", "method": "ωB97M-V/def2-TZVPD", "species": ["C", "N", "C", "C", "N", "O", "O", "H", "H", "H", "H", "H", "H", "C", "C", "S", "H", "H", "H", "H"], "coordinates": [[3.14485, -0.38223, -0.67076], [1.95383, -0.69937, -0.82922], [1.00871, 0.23660, -1.17224], [1.17721, 1.72536, -1.44939], [-0.22473, -0.19242, -1.15439], [-1.27854, 0.40958, -1.33587], [-0.41402, -1.53988, -1.00357], [3.80377, -1.21461, -0.50662], [3.55248, 0.66976, -0.99027], [1.62642, 2.07711, -0.54108], [0.13535, 2.05374, -1.69962], [1.92758, 2.03864, -2.34057], [0.26445, -1.92270, -0.54810], [-2.98028, -0.51575, 1.79337], [-1.59528, -0.37757, 2.16218], [-0.50188, -1.50441, 2.32046], [-3.39493, 0.36220, 1.22634], [-3.47463, -0.40329, 2.74972], [-3.28693, -1.42601, 1.31516], [-1.44343, 0.60525, 2.67448]], "forces_ev_per_a": [[2.087, 1.952, -1.559], [-1.778, -0.264, 0.160], [-0.063, 1.336, -0.725], [0.717, -0.681, -1.997], [0.051, -0.874, -0.195], [-0.024, 0.466, -0.085], [-4.137, 0.795, -1.931], [0.689, 0.120, 0.453], [-0.537, -1.841, 0.968], [-0.133, 1.082, 0.459], [1.251, 0.305, 0.545], [-1.747, -1.143, 1.920], [3.550, -1.273, 1.987], [-1.724, 1.213, -1.028], [0.018, 1.694, 1.412], [1.180, -0.972, -0.179], [0.662, -0.717, 0.241], [-0.514, -0.237, 0.438], [0.111, -0.487, -0.172], [0.341, -0.472, -0.712]], "mulliken_charge": [-0.369, -0.444, 0.640, -1.224, 0.766, -0.757, -0.405, 0.283, 0.170, 0.327, 0.370, 0.271, 0.360, -0.934, 0.022, -0.269, 0.266, 0.357, 0.326, 0.246], "homo_lumo_gap_ha": 0.316, "homo_ev": -8.51, "max_force_ha_per_bohr": 0.090, "e_tot_ha": -854.4959, "multiplicity": 1, "de_lowest_kcal_mol": 107.27}

=====

{"formula": "H5N5", "method": "ωB97M-V/def2-TZVPD", "species": ["N", "N", "N", "N", "N", "H", "H", "H", "H", "H"], "coordinates": [[-0.57851, -1.23351, 0.09487], [-0.20748, 0.04883, 0.09316], [0.92264, 0.72702, -0.14053], [-1.33618, 0.92576, 0.09618], [1.99932, -0.17327, 0.03346], [-1.55535, -1.31661, -0.04415], [-0.83037, 1.81856, -0.03725], [-2.09542, 0.83238, -0.52199], [1.87886, -0.57405, 0.97642], [1.80251, -1.05510, -0.55016]], "forces_ev_per_a": [[4.708, 1.725, 0.240], [-4.133, -0.881, -2.762], [-1.763, -2.664, 1.562], [3.410, 2.433, 1.952], [-0.172, -1.842, -0.522], [-1.186, 0.634, 0.359], [-1.093, -0.191, 0.096], [-0.431, -1.078, -1.356], [0.393, 0.316, -0.196], [0.266, 1.546, 0.626]], "mulliken_charge": [-0.814, 0.969, -0.336, -0.677, -0.544, 0.234, 0.328, 0.261, 0.277, 0.302], "homo_lumo_gap_ha": 0.351, "homo_ev": -9.22, "max_force_ha_per_bohr": 0.098, "e_tot_ha": -276.6030, "multiplicity": 1, "de_lowest_kcal_mol": 42.54}

=====

{"formula": "C9H40O11", "method": "ωB97M-V/def2-TZVPD", "species": ["O", "H", "H", "O", "H", "H", "O", "H", "H", "O", "H", "H", "O", "H", "H", "O", "H", "H", "O", "H", "H", "O", "H", "H", "C", "C", "C", "O", "H", "H", "H", "H", "H", "H", "H", "H", "C", "C", "C", "O", "H", "H", "H", "H", "H", "H", "H", "H", "C", "C", "C", "O", "H", "H", "H", "H", "H", "H", "H", "H"], "coordinates": [[0.30891, 1.73171, -1.53223], [0.79555, 1.41712, -0.77037], [-0.48468, 1.19671, -1.54775], [-0.73361, -1.66622, -0.35273], [-1.35577, -2.14399, -0.90127], [-0.94220, -0.74383, -0.50079], [2.13852, 0.17023, 3.43844], [1.65261, -0.31943, 2.77485], [1.61994, 0.96225, 3.57990], [1.48701, -1.03007, 1.57531], [1.11541, -1.78509, 1.11915], [2.24760, -1.38035, 2.03905], [0.42709, 2.22150, 1.44325], [0.34678, 1.40151, 0.95601], [0.03944, 2.88129, 0.86824], [0.59992, 0.45136, 0.32447], [0.06426, -0.12931, -0.21603], [1.17674, -0.13777, 0.81074], [2.80080, 2.03716, 1.05370], [3.17711, 1.58903, 1.81120], [1.87846, 1.78121, 1.05725], [1.21118, -2.22296, -0.15676], [1.10001, -3.11728, 0.16587], [0.32379, -1.93109, -0.36548], [2.38517, 0.04518, -1.54205], [3.35981, -1.08635, -1.38540], [4.02992, -1.08259, -0.05462], [2.71887, -2.28450, -1.60077], [1.85316, 0.03063, -2.49330], [2.81881, 1.03733, -1.41679], [1.67146, -0.09077, -0.72951], [4.08455, -1.03266, -2.19778], [3.43458, -1.34135, 0.82100], [4.45158, -0.08122, 0.03230], [4.85213, -1.79103, -0.15544], [2.01770, -2.31565, -0.94579], [-2.96877, -1.10546, -1.80700], [-1.79716, -0.15136, -2.07966], [-2.34893, 1.14422, -2.60838], [-1.12829, 0.14197, -0.81077], [-3.54759, -1.36186, -2.69430], [-3.73137, -0.68732, -1.14995], [-2.75271, -2.11164, -1.44780], [-1.20826, -0.81496, -2.71285], [-3.17302, 0.88836, -3.27435], [-1.54171, 1.75985, -3.00522], [-2.74408, 1.64308, -1.72345], [-1.71664, 0.69898, -0.29582], [-2.33752, 1.70467, 2.39860], [-2.12909, 0.72263, 1.26398], [-2.78768, -0.67482, 1.29801], [-2.44358, 1.38630, 0.05054], [-1.97955, 2.70820, 2.16864], [-1.86333, 1.42534, 3.33945], [-3.37853, 1.82471, 2.69859], [-1.05022, 0.56724, 1.26228], [-2.46646, -1.12008, 2.23963], [-2.49493, -1.25542, 0.42320], [-3.86564, -0.51375, 1.28509], [-3.21748, 1.94040, 0.17566]], "forces_ev_per_a": [[0.143, 3.296, -2.628], [0.213, 0.487, -0.665], [1.658, 1.370, -0.133], [-3.739, -10.877, 1.963], [0.484, -0.542, 0.180], [-0.919, -1.836, 1.292], [0.801, 0.922, 1.698], [-0.812, 0.792, 0.747], [0.006, 0.378, 0.157], [1.446, -1.814, 5.373], [-0.267, -0.649, -0.534], [0.732, -0.280, -0.248], [-1.635, 4.703, 3.386], [-1.011, 0.194, 0.174], [0.173, 0.486, -0.082], [-0.418, -2.752, -0.618], [2.027, 1.213, 0.432], [1.479, 0.340, 0.785], [1.931, -0.120, -0.484], [0.192, -0.127, 0.234], [0.252, 0.885, 0.366], [2.352, -5.136, 4.020], [0.042, -0.816, -0.288], [-1.516, -0.161, -1.334], [0.109, -0.224, 0.002], [-0.078, 0.209, -1.364], [1.752, 0.386, -0.133], [3.254, -1.577, -4.210], [0.180, -0.208, -0.080], [0.118, -0.046, 0.039], [1.591, 0.020, -1.965], [0.646, 0.299, 0.229], [0.311, 0.159, -0.651], [0.147, 0.015, 0.665], [0.122, -0.088, 0.438], [1.242, -0.249, -1.384], [-1.702, -0.200, -0.237], [-2.132, -1.573, 0.268], [0.190, -0.068, -0.185], [-3.250, 5.413, -10.211], [0.362, 0.455, -0.551], [0.166, 0.084, 0.140], [0.009, 0.081, 0.113], [1.135, 1.105, -0.099], [0.312, 0.475, -0.347], [-0.427, 0.077, -0.476], [-0.184, 0.156, -1.166], [0.788, -0.116, -2.256], [-0.946, 0.049, 0.995], [0.146, -0.490, 3.599], [-0.383, 1.546, 0.529], [-5.653, 5.368, 4.058], [0.258, -0.275, -0.255], [0.351, -0.279, -0.262], [-0.453, -0.147, -0.296], [-0.698, 0.068, 0.094], [-0.168, -0.361, -0.158], [-0.369, 0.153, 1.174], [-0.208, -0.317, 0.217], [-0.152, 0.147, -0.067]], "mulliken_charge": [-0.972, 0.001, 0.863, -0.758, 0.325, -0.086, -0.805, 0.413, 0.348, -0.509, 0.424, 0.349, -0.752, 0.745, 0.408, -0.959, 0.497, -0.811, -0.741, 0.301, 0.056, -0.847, 0.469, 0.410, -1.207, 0.070, -1.066, -0.830, 0.175, 0.512, 1.459, 0.579, -0.037, 0.307, 0.404, 0.727, -1.424, 0.860, -1.333, -1.679, 0.568, 0.259, 0.400, 0.166, 0.477, 0.382, 0.202, 1.057, -1.523, 1.510, -1.140, -0.562, 0.379, 0.333, 0.441, -0.441, 0.367, 0.232, 0.368, 0.642], "homo_lumo_gap_ha": 0.291, "homo_ev": -8.15, "max_force_ha_per_bohr": 0.233, "e_tot_ha": -1193.8038, "multiplicity": 1, "de_lowest_kcal_mol": 476.48}

=====

{"formula": "C36H24BeN6O3S2Te", "method": "ωB97M-V/def2-TZVPD", "species": ["Be", "C", "C", "C", "C", "C", "O", "C", "C", "C", "C", "C", "C", "C", "O", "C", "C", "C", "N", "C", "C", "Te", "C", "C", "C", "C", "C", "C", "C", "C", "C", "C", "C", "C", "H", "H", "H", "H", "H", "H", "H", "H", "H", "H", "H", "H", "H", "H", "H", "H", "H", "H", "H", "H", "H", "H", "H", "H", "S", "C", "C", "N", "C", "S", "C", "N", "O", "N", "C", "C", "N", "C", "N"], "coordinates": [[-0.88963, 0.42465, -1.08441], [2.23994, 2.30374, 4.58552], [1.35654, 1.75384, 3.49705], [0.10602, 1.22142, 3.77078], [-0.73065, 0.70262, 2.79230], [-2.09809, 0.31488, 3.25486], [-2.49249, 0.69638, 4.34693], [-3.00708, -0.53995, 2.43443], [-4.34638, -0.18094, 2.33998], [-5.23108, -0.99219, 1.64605], [-4.78516, -2.17557, 1.07386], [-3.45100, -2.54115, 1.18213], [-2.56236, -1.71923, 1.85402], [-0.30521, 0.68445, 1.42744], [-1.06429, 0.24202, 0.50238], [0.99291, 1.22641, 1.13974], [1.76321, 1.76075, 2.17227], [1.52355, 1.20703, -0.22999], [0.85297, 0.75479, -1.23122], [1.45905, 0.64989, -2.55777], [1.63586, -0.79569, -3.00066], [3.12521, -1.93900, -1.96710], [1.80478, -2.87807, -0.62165], [0.90968, -3.83332, -1.08906], [0.03128, -4.45469, -0.21391], [0.04957, -4.13026, 1.13408], [0.93352, -3.16839, 1.60485], [1.80879, -2.54198, 0.72851], [2.89055, 1.80618, -0.41444], [4.04740, 1.16954, 0.01638], [5.28409, 1.77111, -0.16459], [5.37398, 3.01721, -0.76865], [4.21977, 3.66449, -1.18700], [2.98381, 3.06030, -1.00953], [1.70325, 2.34246, 5.53428], [2.58036, 3.31617, 4.35476], [3.13194, 1.68914, 4.73611], [-0.27302, 1.22184, 4.78660], [-4.67910, 0.74660, 2.78755], [-6.26689, -0.69302, 1.54156], [-5.47053, -2.80054, 0.51459], [-3.08798, -3.43710, 0.69547], [-1.51284, -1.97687, 1.89075], [2.71967, 2.20938, 1.93527], [2.40433, 1.18912, -2.61645], [0.74929, 1.08555, -3.26677], [1.90676, -0.80999, -4.05537], [0.71234, -1.35962, -2.88712], [0.86792, -4.07820, -2.14321], [-0.68220, -5.16853, -0.60580], [-0.64519, -4.60595, 1.81642], [0.92532, -2.88289, 2.65065], [2.47834, -1.77357, 1.09627], [3.97627, 0.19906, 0.48695], [6.18084, 1.25888, 0.16155], [6.34131, 3.48201, -0.91520], [4.27937, 4.63673, -1.65974], [2.07809, 3.55691, -1.33749], [-1.29949, 0.28201, -4.63022], [-1.46354, -1.41019, -4.42512], [-1.45466, -2.20040, -5.63634], [-1.42547, -2.80589, -6.61741], [-1.61362, -2.09756, -3.24761], [-1.61054, -1.48539, -1.60339], [-1.75724, -3.52159, -3.26800], [-1.86523, -4.67119, -3.21259], [-1.64720, 1.81794, -1.54792], [-2.48684, 2.28521, -0.69828], [-3.19695, 3.30103, -1.11502], [-4.15312, 3.84745, -0.20297], [-4.93163, 4.31518, 0.50475], [-3.03666, 3.93545, -2.39136], [-2.90451, 4.51912, -3.37376]], "forces_ev_per_a": [[0.081, -0.176, 0.152], [0.022, 0.034, 0.032], [-0.018, -0.039, -0.029], [0.017, -0.015, 0.018], [0.023, -0.054, -0.038], [0.029, 0.017, 0.005], [-0.033, 0.041, -0.032], [-0.004, -0.024, 0.081], [-0.024, -0.015, -0.036], [0.001, 0.023, 0.021], [-0.003, -0.022, -0.005], [0.003, -0.024, 0.009], [-0.010, 0.004, -0.037], [0.005, 0.104, 0.028], [-0.026, 0.029, -0.016], [-0.035, 0.007, -0.005], [-0.006, -0.004, 0.002], [0.006, -0.007, 0.046], [0.061, -0.002, -0.023], [-0.029, 0.016, -0.066], [-0.004, 0.056, 0.000], [0.016, 0.019, -0.003], [0.003, -0.061, 0.020], [0.036, -0.017, -0.015], [-0.007, -0.020, 0.015], [0.000, -0.016, -0.001], [0.002, 0.008, 0.005], [-0.013, 0.027, 0.000], [-0.033, 0.030, -0.062], [-0.014, 0.023, -0.004], [0.008, -0.020, 0.000], [0.011, 0.012, -0.008], [-0.012, -0.010, -0.001], [0.000, 0.030, 0.049], [-0.001, 0.004, -0.003], [-0.004, -0.001, -0.005], [-0.006, -0.007, -0.004], [-0.009, 0.017, -0.005], [0.006, -0.009, 0.020], [0.001, 0.000, -0.008], [0.001, 0.004, -0.004], [0.000, 0.007, -0.007], [0.023, 0.007, -0.016], [0.027, -0.023, -0.004], [0.002, -0.043, -0.001], [-0.019, 0.032, 0.015], [-0.012, -0.006, 0.003], [0.003, 0.027, 0.001], [0.009, -0.006, 0.011], [-0.010, 0.019, -0.008], [-0.008, 0.010, 0.000], [0.011, -0.007, 0.001], [-0.001, 0.014, 0.002], [0.000, -0.031, -0.020], [-0.001, 0.003, 0.003], [0.000, 0.002, 0.006], [0.001, 0.003, 0.005], [0.000, -0.008, -0.020], [0.010, -0.019, 0.003], [-0.091, 0.014, -0.013], [0.023, -0.021, -0.019], [-0.017, 0.013, 0.004], [0.160, -0.025, 0.005], [-0.198, 0.060, 0.039], [0.004, -0.006, -0.021], [0.006, -0.005, -0.012], [0.125, 0.008, -0.030], [-0.164, -0.095, -0.090], [0.050, 0.058, 0.069], [-0.029, 0.025, 0.025], [-0.001, 0.006, -0.007], [0.095, 0.037, -0.009], [-0.042, -0.011, -0.012]], "mulliken_charge": [-0.105, -1.619, 0.159, -0.883, 0.266, 0.080, -0.696, 0.360, -0.582, -0.607, -0.500, -0.141, 0.125, 0.892, -1.032, 0.458, -0.757, 0.832, 0.521, -0.269, 0.057, 0.055, -0.325, -0.501, -0.513, -0.292, -0.358, 0.057, -1.156, 0.493, -0.924, -0.493, -0.765, 0.210, 0.359, 0.357, 0.287, 0.378, 0.439, 0.361, 0.388, 0.311, 0.197, 0.475, 0.383, -0.071, 0.652, -0.907, 0.518, 0.402, 0.367, 0.337, 0.209, 0.355, 0.414, 0.354, 0.392, 0.513, -0.404, 0.733, 0.065, -0.647, -0.323, 0.468, -0.325, -0.719, 0.125, -0.200, 0.811, -0.126, -0.574, 0.142, -0.544], "homo_lumo_gap_ha": 0.182, "homo_ev": -1.43, "max_force_ha_per_bohr": 0.005, "e_tot_ha": -3019.8244, "multiplicity": 1, "charge": -2, "de_lowest_kcal_mol": 3.18}